(1)
Computed, not measured: C45H50BrCl76NO4 as an isolated structure in a non-equilibrium geometry, with wB97M-V/def2-TZVPD.

Geometry as XYZ:
```
177
C45H50BrCl76NO4 (wB97M-V/def2-TZVPD)
C 4.646 2.160 2.006
C 4.866 2.029 0.416
C 6.405 2.159 -0.024
C 7.178 0.765 0.078
C 7.199 -0.027 -1.315
C 7.130 -1.612 -1.165
C 5.656 -2.218 -1.181
C 5.270 -2.869 -2.606
C 5.227 -1.726 -3.746
C 3.738 -1.095 -3.863
C 3.540 0.119 -2.809
C 3.429 1.552 -3.502
C 2.405 2.561 -2.773
C 0.930 1.977 -2.987
C -0.038 2.004 -1.709
C -0.340 0.533 -1.073
C -0.695 -0.641 -2.083
Br 0.606 -2.133 -2.187
C -2.218 -1.190 -1.978
C -2.413 -2.302 -3.136
O -1.602 0.818 -0.359
C -1.415 1.385 0.958
O -2.305 1.800 1.717
O -0.001 1.286 1.144
C 0.656 0.421 0.136
O 1.987 0.999 0.039
C 0.920 -0.896 0.969
C -0.357 -1.723 1.428
C 0.010 -3.206 1.978
C 1.422 -3.282 2.717
C 2.630 -3.720 1.726
N 3.791 -2.769 1.779
H 4.227 3.184 2.302
H 5.632 1.932 2.530
H 3.868 1.390 2.333
H 4.223 2.821 -0.088
H 4.540 0.971 0.120
H 6.914 2.977 0.596
H 6.407 2.526 -1.100
H 8.241 0.975 0.412
H 6.690 0.130 0.889
H 6.418 0.429 -1.999
H 8.213 0.207 -1.803
H 7.778 -2.121 -1.948
H 7.578 -1.872 -0.142
H 5.591 -3.086 -0.434
H 4.837 -1.489 -0.892
H 6.005 -3.697 -2.906
H 4.248 -3.355 -2.465
H 5.439 -2.234 -4.738
H 5.979 -0.898 -3.567
H 3.482 -0.788 -4.933
H 3.039 -1.977 -3.630
H 4.365 0.176 -2.037
H 2.570 -0.062 -2.251
H 4.465 2.000 -3.656
H 2.994 1.398 -4.556
H 2.680 2.799 -1.704
H 2.509 3.550 -3.350
H 0.435 2.649 -3.777
H 1.046 0.962 -3.484
H 0.391 2.728 -0.954
H -1.057 2.399 -2.049
H -0.681 -0.171 -3.131
H -2.882 -0.321 -2.277
H -2.467 -1.628 -0.964
H -2.010 -1.818 -4.085
H -3.532 -2.484 -3.303
H -1.924 -3.285 -2.884
H 1.915 1.833 0.556
H 1.455 -0.570 1.932
H 1.688 -1.545 0.422
H -0.954 -1.130 2.191
H -0.997 -1.899 0.509
H -0.818 -3.473 2.713
H -0.094 -3.950 1.110
H 1.664 -2.347 3.310
H 1.348 -4.139 3.478
H 2.194 -3.622 0.666
H 2.933 -4.807 1.861
H 3.768 -2.234 0.897
H 3.636 -2.047 2.503
C 1.247 -7.755 0.891
Cl 2.339 -9.125 1.176
Cl -0.319 -8.361 0.314
Cl 1.011 -6.859 2.406
Cl 1.953 -6.676 -0.331
C -5.305 0.489 0.356
Cl -4.238 -0.899 0.632
Cl -6.899 -0.078 -0.183
Cl -5.464 1.393 1.860
Cl -4.608 1.540 -0.887
C 2.550 -12.970 1.831
Cl 3.514 -11.716 2.642
Cl 3.634 -14.089 0.979
Cl 1.607 -13.865 3.040
Cl 1.447 -12.211 0.663
C -1.116 4.514 3.971
Cl -0.102 5.745 4.758
Cl -0.099 3.351 3.095
Cl -2.046 3.652 5.206
Cl -2.227 5.304 2.831
C 0.674 6.153 -0.468
Cl 1.445 5.233 -1.775
Cl 0.463 5.095 0.940
Cl 1.698 7.536 -0.027
Cl -0.913 6.739 -1.012
C 0.410 1.438 7.986
Cl -1.098 1.624 8.907
Cl 0.273 2.309 6.446
Cl 1.763 2.101 8.926
Cl 0.698 -0.284 7.663
C -4.946 3.774 -4.467
Cl -4.596 3.282 -6.138
Cl -4.841 5.541 -4.334
Cl -6.581 3.244 -4.024
Cl -3.766 3.027 -3.370
C 1.282 -4.481 6.958
Cl 0.889 -4.312 8.681
Cl -0.204 -4.345 5.996
Cl 2.415 -3.199 6.482
Cl 2.029 -6.066 6.674
C -4.079 -5.749 -2.529
Cl -3.332 -7.214 -1.861
Cl -3.118 -5.179 -3.912
Cl -5.729 -6.118 -3.070
Cl -4.135 -4.491 -1.276
C -6.155 9.243 -2.138
Cl -7.028 10.181 -3.367
Cl -4.838 10.227 -1.468
Cl -7.272 8.784 -0.836
Cl -5.480 7.777 -2.879
C 5.683 5.270 5.275
Cl 6.217 6.017 6.795
Cl 3.935 5.519 5.078
Cl 6.543 6.018 3.913
Cl 6.036 3.532 5.317
C -4.496 9.813 2.495
Cl -3.806 8.786 1.223
Cl -4.134 11.515 2.143
Cl -6.256 9.582 2.555
Cl -3.789 9.372 4.062
C -3.211 -11.438 -2.653
Cl -2.224 -10.200 -1.848
Cl -2.150 -12.573 -3.513
Cl -4.158 -12.315 -1.436
Cl -4.308 -10.659 -3.811
C 1.167 8.924 6.751
Cl 0.749 9.111 8.466
Cl -0.307 9.040 5.769
Cl 2.298 10.206 6.273
Cl 1.930 7.339 6.499
C -6.897 4.143 4.829
Cl -5.579 3.386 3.912
Cl -6.795 5.908 4.661
Cl -8.457 3.577 4.200
Cl -6.754 3.703 6.544
C -11.327 10.288 -2.884
Cl -10.983 9.809 -4.559
Cl -11.226 12.055 -2.742
Cl -12.959 9.750 -2.438
Cl -10.138 9.539 -1.800
C 1.245 -6.995 -4.625
Cl 1.231 -7.425 -6.347
Cl 2.385 -5.659 -4.357
Cl -0.384 -6.492 -4.127
Cl 1.747 -8.404 -3.667
C -3.184 2.849 -10.296
Cl -3.604 3.040 -8.579
Cl -4.656 2.969 -11.282
Cl -2.047 4.126 -10.772
Cl -2.430 1.261 -10.547
C -5.990 -10.737 1.749
Cl -5.387 -9.713 0.431
Cl -5.947 -12.444 1.252
Cl -4.968 -10.515 3.184
Cl -7.661 -10.278 2.136
```

As for the HOMO energy: -9.23 eV. The calculation puts the HOMO-LUMO gap at 8.915 eV.

(2)
Computed, not measured: a 3-piece molecular cluster, C45H50BrN4O5 overall in a non-equilibrium geometry, with wB97M-V/def2-TZVPD.

Geometry as XYZ:
```
105
C45H50BrN4O5 (wB97M-V/def2-TZVPD)
C -2.255 1.236 2.392
C -3.589 0.515 2.669
O -4.072 -0.235 1.561
C -5.005 0.509 0.828
C -6.407 0.560 1.441
C -6.991 -0.811 1.909
C -7.838 -1.487 0.793
C -7.561 -2.979 0.432
N -6.167 -3.436 0.434
C -5.139 -3.042 -0.282
N -4.119 -3.771 0.098
C -4.469 -4.627 1.043
N -3.734 -5.532 1.673
C -2.296 -5.635 1.368
C -1.459 -5.083 2.576
C -0.382 -4.072 2.180
C 0.173 -3.503 3.522
C 0.811 -4.817 1.491
C -4.432 -6.344 2.644
Br -5.141 -5.274 4.163
C -3.608 -7.526 3.221
C -2.954 -7.309 4.603
N -5.772 -4.401 1.229
H -2.399 2.319 2.342
H -1.841 0.912 1.435
H -1.573 1.041 3.210
H -3.496 -0.183 3.509
H -4.323 1.280 2.952
H -4.648 1.551 0.787
H -5.005 0.180 -0.217
H -6.396 1.224 2.305
H -7.072 0.911 0.644
H -6.200 -1.433 2.341
H -7.661 -0.566 2.739
H -7.686 -0.876 -0.103
H -8.872 -1.440 1.133
H -8.033 -3.153 -0.539
H -8.112 -3.607 1.137
H -5.117 -2.277 -1.034
H -2.006 -6.663 1.156
H -2.020 -5.028 0.509
H -1.041 -5.889 3.184
H -2.157 -4.548 3.236
H -0.758 -3.223 1.605
H -0.641 -3.109 4.143
H 0.547 -4.376 4.074
H 0.966 -2.773 3.365
H 1.659 -4.843 2.177
H 1.089 -4.286 0.579
H 0.511 -5.851 1.299
H -5.298 -6.784 2.142
H -2.836 -7.894 2.544
H -4.318 -8.348 3.348
H -2.505 -6.327 4.742
H -3.674 -7.491 5.402
H -2.157 -8.042 4.762
H -6.407 -4.851 1.872
C 2.178 3.436 -1.198
C 3.052 4.484 -1.466
C 3.685 5.143 -0.425
C 3.438 4.764 0.888
C 2.542 3.727 1.158
C 1.923 3.058 0.109
C 2.229 3.340 2.559
O 1.452 2.434 2.794
C 2.878 4.089 3.667
C 2.555 3.780 4.982
C 3.163 4.461 6.023
C 4.104 5.450 5.754
C 4.426 5.766 4.445
C 3.809 5.095 3.398
C 4.138 5.469 1.996
O 4.956 6.333 1.761
H 1.691 2.916 -2.014
H 3.242 4.786 -2.489
H 4.368 5.954 -0.634
H 1.239 2.246 0.315
H 1.827 3.009 5.194
H 2.906 4.222 7.047
H 4.583 5.976 6.569
H 5.154 6.538 4.238
C 2.381 1.638 -8.020
C 2.074 2.162 -6.768
C 3.037 2.848 -6.048
C 4.315 3.005 -6.570
C 4.628 2.459 -7.816
C 3.654 1.785 -8.542
C 6.005 2.574 -8.371
O 6.275 2.103 -9.455
C 7.041 3.272 -7.564
C 8.344 3.342 -8.039
C 9.314 4.000 -7.303
C 8.985 4.600 -6.092
C 7.689 4.529 -5.611
C 6.715 3.858 -6.339
C 5.335 3.760 -5.794
O 5.048 4.281 -4.735
H 1.624 1.110 -8.586
H 1.081 2.035 -6.356
H 2.796 3.259 -5.077
H 3.893 1.373 -9.513
H 8.601 2.879 -8.982
H 10.330 4.048 -7.673
H 9.744 5.120 -5.521
H 7.436 4.992 -4.667
```

As for the HOMO energy: -10.85 eV. The calculation puts the HOMO-LUMO gap at 8.356 eV. As for the net charge: +1.

(3)
Computed, not measured: a 6-piece molecular cluster, C45H50Cl2N5O3 overall in a non-equilibrium geometry, with wB97M-V/def2-TZVPD.

Geometry as XYZ:
```
105
C45H50Cl2N5O3 (wB97M-V/def2-TZVPD)
C 4.417 1.144 -5.873
N 4.180 2.483 -6.554
C 3.528 3.454 -5.875
C 3.252 4.672 -6.554
C 3.551 4.829 -7.899
C 4.272 3.818 -8.549
C 4.566 2.713 -7.808
C 2.891 5.879 -8.650
C 2.020 5.558 -9.682
C 1.295 6.566 -10.296
N 1.430 7.878 -9.947
C 2.339 8.140 -9.024
C 3.058 7.224 -8.272
C 0.641 8.920 -10.598
H 3.561 0.503 -6.084
H 4.680 1.391 -4.845
H 5.250 0.684 -6.406
H 3.258 3.270 -4.846
H 2.643 5.395 -6.032
H 4.524 3.951 -9.591
H 4.898 1.857 -8.376
H 1.905 4.529 -9.990
H 0.696 6.309 -11.156
H 2.472 9.153 -8.673
H 3.591 7.523 -7.382
H 0.126 9.424 -9.780
H -0.011 8.456 -11.337
H 1.345 9.586 -11.095
C -4.610 -2.529 -2.120
N -5.108 -2.392 -3.508
C -4.146 -2.191 -4.390
C -4.568 -1.698 -5.637
C -5.899 -1.354 -5.907
C -6.857 -1.608 -4.944
C -6.478 -2.200 -3.745
C -6.181 -0.606 -7.164
C -6.617 0.711 -7.025
C -6.600 1.470 -8.129
N -6.148 1.008 -9.323
C -5.726 -0.259 -9.488
C -5.709 -1.103 -8.393
C -5.918 2.059 -10.298
H -3.988 -1.645 -1.979
H -3.987 -3.418 -2.208
H -5.469 -2.791 -1.502
H -3.131 -2.372 -4.069
H -3.762 -1.409 -6.296
H -7.849 -1.244 -5.171
H -7.135 -2.245 -2.889
H -7.179 1.102 -6.190
H -6.930 2.498 -8.105
H -5.257 -0.553 -10.415
H -5.537 -2.159 -8.540
H -6.932 2.345 -10.580
H -5.588 1.444 -11.135
H -5.247 2.814 -9.889
C 2.935 -3.075 1.619
O 2.212 -2.134 0.952
H 3.245 -3.854 0.923
H 3.681 -2.524 2.192
H 2.332 -3.489 2.428
Cl 0.505 5.445 1.280
C 0.378 4.141 2.460
C 1.742 3.843 3.005
Cl 2.328 5.170 3.971
H -0.020 3.249 1.976
H -0.380 4.355 3.214
H 2.468 3.687 2.208
H 1.892 2.880 3.494
C 8.026 0.548 7.564
C 7.966 0.521 6.030
C 9.109 1.246 5.221
C 8.718 1.362 3.768
N 8.482 1.445 2.635
H 7.630 -0.437 7.811
H 7.437 1.434 7.802
H 9.061 0.654 7.891
H 7.019 0.963 5.721
H 7.764 -0.527 5.809
H 10.038 0.687 5.107
H 9.431 2.180 5.682
C -2.046 -7.863 16.326
C -0.658 -7.753 16.139
C -0.163 -7.367 14.916
C -0.976 -7.266 13.818
C -2.386 -7.440 13.983
C -2.922 -7.733 15.219
C -3.362 -7.059 12.808
O -4.574 -7.327 12.715
C -2.768 -6.220 11.701
C -3.632 -5.567 10.834
C -3.164 -4.678 9.864
C -1.820 -4.495 9.805
C -0.959 -5.099 10.653
C -1.362 -6.005 11.646
C -0.407 -6.683 12.591
O 0.871 -6.633 12.421
H -2.476 -7.974 17.311
H -0.044 -8.000 16.993
H 0.910 -7.316 14.804
H -4.000 -7.742 15.291
H -4.708 -5.630 10.912
H -3.813 -4.265 9.106
H -1.433 -3.839 9.038
H 0.074 -4.798 10.559
```

As for the HOMO energy: -9.85 eV. The energy relative to the best compared isomer or geometry (same formula, charge and spin) comes out at 138.2 kcal per mole. The calculation puts the HOMO-LUMO gap at 1.233 eV. As for the net charge: +3.

(4)
Computed, not measured: a 5-piece molecular cluster, C45H50F4NO2 overall in a non-equilibrium geometry, with wB97M-V/def2-TZVPD.

Geometry as XYZ:
```
102
C45H50F4NO2 (wB97M-V/def2-TZVPD)
C 0.717 0.745 5.527
C -0.892 0.341 5.603
C -1.091 -1.134 4.843
C -0.889 -0.902 3.207
N -1.932 -0.010 2.532
C -1.910 0.262 1.039
C -0.770 -0.359 -0.012
O -0.893 -0.051 -1.446
C 0.098 0.940 -1.894
C -0.320 2.511 -1.505
C 0.097 3.429 -2.835
O -1.757 2.680 -1.235
C 0.392 -1.301 0.682
C 1.592 -1.968 -0.267
C 3.089 -1.298 0.062
C 3.308 -0.094 1.195
C 4.770 0.612 1.501
C 6.144 0.128 0.690
C 5.955 -1.101 -0.424
C 7.325 -1.573 -1.253
C 4.468 -1.796 -0.727
C 0.336 -1.577 2.330
C 1.470 -2.549 3.081
C 0.917 -4.108 2.845
H 0.933 1.448 4.610
H 0.950 1.304 6.555
H 1.374 -0.222 5.402
H -1.587 1.088 5.005
H -1.191 0.219 6.728
H -2.135 -1.620 5.099
H -0.277 -1.867 5.301
H -2.737 0.426 3.072
H -2.773 0.950 0.586
H 1.212 0.688 -1.603
H 0.072 0.914 -3.087
H 0.389 2.882 -0.641
H 0.574 4.463 -2.497
H -0.805 3.645 -3.549
H 0.935 2.880 -3.461
H -2.300 2.109 -1.855
H 1.617 -3.145 -0.174
H 1.331 -1.614 -1.375
H 2.383 0.312 1.825
H 4.904 1.496 2.292
H 7.213 0.607 0.891
H 7.677 -2.637 -0.855
H 8.143 -0.760 -1.049
H 7.136 -1.615 -2.407
H 4.314 -2.664 -1.526
H 2.530 -2.464 2.583
H 1.577 -2.292 4.235
H 0.199 -4.468 3.715
H 1.782 -4.869 2.620
H 0.257 -4.045 1.857
F -1.288 -4.316 5.902
C -0.978 -4.478 7.195
C 0.352 -4.657 7.562
C 0.676 -4.820 8.909
C -0.335 -4.815 9.874
C -1.667 -4.640 9.494
C -1.989 -4.465 8.149
H 1.122 -4.667 6.799
H 1.713 -4.953 9.207
H -0.082 -4.947 10.923
H -2.452 -4.640 10.246
H -3.019 -4.319 7.838
F -7.920 6.569 -0.007
C -6.769 5.915 -0.216
C -5.713 6.571 -0.839
C -4.513 5.893 -1.052
C -4.386 4.561 -0.649
C -5.454 3.910 -0.029
C -6.649 4.592 0.194
H -5.833 7.603 -1.153
H -3.679 6.399 -1.532
H -3.452 4.031 -0.820
H -5.354 2.872 0.280
H -7.486 4.104 0.682
F 2.664 -2.726 -3.095
C 2.023 -3.018 -4.234
C 2.759 -3.291 -5.382
C 2.093 -3.600 -6.568
C 0.696 -3.623 -6.595
C -0.034 -3.342 -5.439
C 0.633 -3.044 -4.251
H 3.843 -3.261 -5.344
H 2.659 -3.823 -7.469
H 0.177 -3.859 -7.521
H -1.121 -3.356 -5.464
H 0.081 -2.832 -3.341
F 0.021 4.713 -5.543
C -0.619 4.421 -6.683
C 0.117 4.148 -7.831
C -0.550 3.839 -9.017
C -1.946 3.817 -9.044
C -2.676 4.097 -7.888
C -2.009 4.395 -6.700
H 1.201 4.178 -7.793
H 0.017 3.616 -9.918
H -2.466 3.580 -9.970
H -3.763 4.083 -7.912
H -2.561 4.607 -5.790
```

As for the HOMO energy: -10.51 eV. The calculation puts the HOMO-LUMO gap at 6.327 eV. As for the net charge: +1.

Q: Which formula does entry 1 have?
A: C45H50BrCl76NO4

Q: Number 4 is which compound?
A: C45H50F4NO2